1.
Here is one molecule with the formula C2H4ClP from the OMol25 dataset. Energies are from the ωB97M-V functional and the def2-TZVPD basis.

Calculated values
Kohn-Sham gap in eV: 9.47
Structure (SMILES): Cl[C@@H]1CP1

Element x y z (Å)
Cl  2.2092  0.2944  0.3060
C  0.3321  -0.0826  -0.6676
C  -0.7307  0.5415  0.1915
P  -0.5969  -1.3063  0.1244
H  0.4722  0.2118  -1.6678
H  -0.4440  0.9615  1.1784
H  -1.5417  0.9621  -0.5842
H  0.2998  -1.5824  1.1192

Atoms 1-3, force components in eV/Å:
Cl -2.39 -0.54 -1.55
C 3.53 2.40 2.39
C -0.82 0.12 -1.52

Löwdin population analysis, charges in e, atoms 1 to 5: 0.2104, -0.7363, -0.4219, 0.8287, 0.0363

---

2.
Here is one molecule with the formula C2H4ClP from the OMol25 dataset. Energies are from the ωB97M-V functional and the def2-TZVPD basis.

Calculated values
Kohn-Sham gap (alpha / beta) in eV: 7.71 / 8.27
Structure (SMILES): C=[PH]=CCl

Element x y z (Å)
C  1.1173  0.5015  -0.2397
P  0.4795  -1.1568  -0.2296
C  -1.0381  -0.3075  0.6825
Cl  -2.3061  0.3185  -0.2096
H  1.0398  1.2548  -0.9305
H  1.7741  0.5784  0.5527
H  -0.1643  -1.3683  -1.3632
H  -0.9022  0.1793  1.7373

Atoms 1-3, force components in eV/Å:
C -1.36 -2.74 0.05
P -0.12 0.85 3.45
C 2.82 0.08 1.30

Löwdin population analysis, charges in e, atoms 1 to 5: -0.2849, 0.7303, -0.8264, 0.5337, -0.0196

---

3.
Here is C2H4CoO as an isolated structure from the OMol25 dataset. Energies are from the ωB97M-V functional and the def2-TZVPD basis.

Calculated values
Expectation value of S²: 6.0152
Kohn-Sham gap (alpha / beta) in eV: 8.12 / 8.43
Spin multiplicity: 5
Net charge: +1

Element x y z (Å)
H  0.7965  2.7862  0.9357
C  -0.4995  -1.5059  0.0641
C  -0.5171  -0.1783  -0.2306
O  1.1777  2.3653  0.1670
Co  1.3256  0.6346  -0.1959
H  -1.2063  -1.9649  0.7703
H  0.1505  -2.2081  -0.4733
H  -1.2276  0.0710  -1.0373

Atoms 1-3, force components in eV/Å:
H -0.04 0.08 0.41
C -0.66 0.45 0.02
C 0.14 -2.48 -1.43

Löwdin population analysis, charges in e, atoms 1 to 5: 0.0142, 0.0854, -0.0730, -0.2980, 0.9443

---

4.
Here is C2H4CuLiO as an isolated structure from the OMol25 dataset. Energies are from the ωB97M-V functional and the def2-TZVPD basis.

Calculated values
Expectation value of S²: 0.7501
Kohn-Sham gap (alpha / beta) in eV: 7.93 / 7.16
Spin multiplicity: 2
Net charge: +1

Element x y z (Å)
C  -0.0080  -0.2828  0.3005
H  -0.6509  -0.4891  1.1674
C  0.6585  -1.2931  -0.3170
H  0.5492  -2.3188  0.0327
H  1.1361  -1.1468  -1.2960
O  0.2243  1.0007  0.0198
Li  -1.1931  2.2514  -0.1026
Cu  2.1086  0.6668  0.1373
H  -2.8248  1.6118  0.0579

Atoms 1-3, force components in eV/Å:
C 0.93 -1.43 0.26
H 0.06 0.02 -0.28
C -0.53 0.09 0.05

Löwdin population analysis, charges in e, atoms 1 to 5: -0.4098, 0.1198, -0.0105, 0.0708, 0.0708

---

5.
Here is one molecule with the formula C2H4F2N2O from the OMol25 dataset. Energies are from the ωB97M-V functional and the def2-TZVPD basis.

Calculated values
Kohn-Sham gap in eV: 10.99
Structure (SMILES): [H]/N=C(\NO)C(F)F

Element x y z (Å)
H  1.9441  -0.9027  0.2517
N  1.1167  -1.0012  0.7687
C  0.1720  -0.4280  0.1836
N  0.1088  0.4226  -0.9473
O  1.3681  0.6313  -1.5770
C  -1.1757  -0.2251  0.9629
F  -1.1190  1.0088  1.6072
F  -2.1930  -0.1584  0.1263
H  -0.2161  1.3723  -0.7251
H  1.2325  0.2264  -2.4109
H  -1.2384  -0.9460  1.7598

Atoms 1-3, force components in eV/Å:
H 1.73 0.15 -0.91
N -1.28 -0.88 0.33
C -1.69 2.68 1.00

Löwdin population analysis, charges in e, atoms 1 to 5: 0.0346, 0.1888, -0.3398, -0.0109, -0.0278

---

6.
Here is a 2-piece molecular cluster, C2H4F2N2O2 overall from the OMol25 dataset. Energies are from the ωB97M-V functional and the def2-TZVPD basis.

Calculated values
Kohn-Sham gap in eV: 9.18

Element x y z (Å)
C  0.6839  -0.8204  0.6249
C  -1.6954  -1.2612  0.1520
N  1.1649  0.1984  1.0480
N  0.4034  2.1808  -0.6494
O  0.6803  -1.9690  0.5136
O  -0.9377  -0.3590  0.3046
F  1.1041  2.1696  -1.8503
F  -0.6608  1.3811  -1.0289
H  -2.7436  -1.0801  -0.0916
H  -1.2332  -2.2986  -0.0988
H  2.2376  0.2664  1.0620
H  0.9965  1.5920  0.0140

Atoms 1-3, force components in eV/Å:
C 0.15 -1.46 0.51
C -0.26 -2.93 -2.68
N 4.30 4.59 0.87

Löwdin population analysis, charges in e, atoms 1 to 5: -0.6086, 0.0368, 0.1216, 0.0112, 0.1155

---

7.
Here is one molecule with the formula C2H4F2N2S from the OMol25 dataset. Energies are from the ωB97M-V functional and the def2-TZVPD basis.

Calculated values
Kohn-Sham gap in eV: 9.62
Structure (SMILES): NC(=S)NC(F)F

Element x y z (Å)
N  1.1592  1.1477  -0.2652
C  1.1699  -0.1764  0.0246
S  2.5485  -0.9550  0.3733
N  -0.0788  -0.7954  -0.0234
C  -1.3554  -0.2544  -0.0756
F  -2.2963  -1.0994  -0.6334
F  -1.8115  -0.0495  1.2965
H  0.3145  1.3983  -0.6164
H  1.9569  1.7390  -0.0231
H  -0.0365  -1.7240  0.3990
H  -1.5705  0.7693  -0.4563

Atoms 1-3, force components in eV/Å:
N 2.05 -1.64 1.20
C -0.17 1.11 -0.07
S 0.48 -0.80 0.42

Löwdin population analysis, charges in e, atoms 1 to 5: 0.1015, -0.9612, 0.6463, 0.0645, -0.3379

---

8.
Here is a 2-piece molecular cluster, C2H4F2OS overall from the OMol25 dataset. Energies are from the ωB97M-V functional and the def2-TZVPD basis.

Calculated values
Expectation value of S²: 2.0100
Kohn-Sham gap (alpha / beta) in eV: 7.78 / 7.98
Spin multiplicity: 3

Element x y z (Å)
C  1.2783  -0.5144  -0.2640
C  -1.1584  -0.8204  -0.0463
O  -3.3165  0.9121  -0.2122
F  -1.7273  -1.4002  -1.0850
F  -1.2269  -1.5868  1.1613
S  -1.6374  0.8755  -0.0119
H  1.5019  -0.8410  -1.3266
H  1.4802  0.6446  -0.1555
H  1.4399  -1.2448  0.4560
H  -3.5300  0.9830  -1.2017

Atoms 1-3, force components in eV/Å:
C 2.95 3.34 -3.42
C -2.92 0.17 2.13
O 0.29 -0.12 -1.94

Löwdin population analysis, charges in e, atoms 1 to 5: 0.0044, -0.6277, -0.4611, 0.0474, -0.0230

---

9.
Here is one molecule with the formula C2H4F2S from the OMol25 dataset. Energies are from the ωB97M-V functional and the def2-TZVPD basis.

Calculated values
Kohn-Sham gap in eV: 10.92
Structure (SMILES): CC(F)(F)S

Element x y z (Å)
C  0.1820  0.4531  -0.4105
C  -1.2332  0.3929  0.0493
F  -2.0228  1.1407  -0.9712
F  -1.5721  1.1307  1.2028
S  -1.9300  -1.2316  0.1291
H  0.8197  -0.3368  0.0615
H  0.1441  0.2550  -1.4714
H  0.5681  1.4514  -0.1964
H  -0.7990  -1.7270  -0.2138

Atoms 1-3, force components in eV/Å:
C 0.68 -0.26 0.90
C -2.72 2.33 -0.67
F 1.33 -1.10 1.51

Löwdin population analysis, charges in e, atoms 1 to 5: -0.0649, -0.8251, -0.1036, -0.0247, 0.8957

---

10.
Here is a 2-piece molecular cluster, C2H4F2S overall from the OMol25 dataset. Energies are from the ωB97M-V functional and the def2-TZVPD basis.

Calculated values
Kohn-Sham gap (alpha / beta) in eV: 9.02 / 8.50

Element x y z (Å)
C  -1.3322  0.0196  -1.4068
C  0.6123  0.2856  1.3140
F  0.0776  0.7828  2.4267
F  1.3240  1.2957  0.7306
S  1.5190  -1.1588  1.5436
H  -0.6630  0.6317  -2.0403
H  -1.2731  -0.9929  -1.7484
H  -2.3853  0.1285  -1.0206
H  2.1206  -0.9922  0.2010

Atoms 1-3, force components in eV/Å:
C -0.92 -0.60 -0.51
C 0.23 1.93 -0.36
F -0.26 -0.34 0.00

Löwdin population analysis, charges in e, atoms 1 to 5: 0.0520, -0.7807, 0.0171, -0.0310, 0.7898

---

For the records above, the corresponding energy above the lowest of the compared OMol25 structures with the same formula, charge and spin values read 191.5 356.5 19.5 140.1 120.4 558.8 10.4 187.3 44.9 464.6 kJ/mol.